Molecular formula: C23H22N4O3S2
Method: DFT, ωB97M-V/def2-TZVPD

Structure (XYZ):
```
54
Properties=species:S:1:pos:R:3:forces:R:3
S 2.230 3.051 -0.584 0.331 1.690 1.958
S -2.805 -2.922 -1.928 7.018 8.125 2.044
O -0.515 3.873 -3.021 3.038 -4.238 2.758
O -3.670 -3.368 -2.868 -5.134 -3.272 -3.345
O -1.418 -3.327 -1.977 -0.446 -1.100 0.788
N 1.777 0.333 -0.843 0.379 4.208 0.530
N 2.154 1.003 1.166 2.137 -1.598 13.147
N -3.391 -2.688 -0.385 0.324 0.942 -0.288
N 0.028 1.488 -2.621 -6.358 8.281 -3.161
C -2.655 -0.923 -2.372 8.017 -7.473 4.010
C -3.724 0.991 -3.118 4.436 -0.918 1.929
C -1.496 -0.197 -2.267 2.179 -14.499 3.261
C 1.738 3.109 -2.314 -4.157 -10.527 5.265
C 3.079 3.425 4.421 -4.934 -1.742 6.977
C -3.746 -0.473 -2.566 -7.229 11.070 -4.935
C 2.011 -0.292 1.238 -1.085 -7.647 1.850
C 2.049 1.426 0.082 -2.278 2.052 -17.380
C 2.107 -1.516 2.229 2.065 15.669 4.954
C 1.685 1.503 3.558 8.504 6.977 -2.018
C -4.042 -3.800 0.201 0.550 -4.636 -2.697
C 1.812 -2.538 1.658 -1.363 -12.708 4.196
C 3.818 3.396 3.396 7.165 2.302 -5.818
C 3.692 2.639 2.188 -9.643 -4.593 13.959
C 1.507 -3.078 0.433 2.820 10.072 1.879
C -2.392 -2.059 0.441 1.598 -6.126 6.604
C 2.554 1.659 2.327 1.879 4.077 2.504
C 0.245 2.937 -2.552 -1.266 -0.304 -3.582
C 2.012 2.509 4.504 -4.583 -2.731 3.034
C 1.699 -0.683 -0.020 1.685 -4.934 -2.862
C 1.719 -2.291 -0.567 -0.769 8.405 3.606
C -2.374 1.612 -3.025 -6.088 -1.452 -1.115
C -1.226 0.897 -2.683 -0.013 12.138 -3.067
H 1.355 -3.902 0.164 -2.451 -12.904 -2.331
H -2.443 2.626 -3.190 0.636 2.002 -0.748
H 4.707 4.128 3.547 -1.211 -1.240 -1.080
H -4.634 -4.356 -0.734 0.937 1.551 2.743
H -4.574 -0.955 -2.715 -4.737 -2.871 -0.306
H 0.986 0.890 3.320 -5.077 -3.822 0.002
H -4.685 -3.488 1.012 -0.034 -0.328 0.153
H 2.258 -0.984 3.432 -0.219 -2.978 -3.526
H -1.385 -2.872 0.640 -2.784 1.742 -0.687
H 2.326 2.255 -2.668 -0.669 -0.084 -0.634
H -0.652 -0.922 -2.131 -0.191 0.635 0.595
H -1.837 -1.285 0.180 1.406 3.926 -2.033
H -4.537 1.604 -3.555 0.393 -0.762 0.720
H 0.554 0.846 -2.303 6.389 -4.587 3.345
H 4.023 2.803 1.383 5.407 2.218 -11.000
H -2.619 -1.919 1.707 -0.327 -0.309 -4.046
H 1.905 -3.348 2.574 -0.585 1.007 -2.341
H -3.207 -4.656 0.440 -2.053 1.936 0.283
H 3.282 3.919 5.419 -0.014 -0.045 -1.781
H 2.077 3.834 -2.720 4.218 9.722 -4.477
H 1.444 -2.367 -1.510 -0.711 -0.841 -4.456
H 1.194 2.451 5.578 2.900 0.520 -3.379
```
Positions in Å, forces in eV/Å.

The energy relative to the best compared isomer or geometry (same formula, charge and spin) is 2158.71 kJ/mol. For the HOMO-LUMO gap, the calculation gives 0.2999 Ha.

***

Molecular formula: C39H53F10NO16S
Method: DFT, ωB97M-V/def2-TZVPD

Structure (XYZ):
```
120
Properties=species:S:1:pos:R:3:forces:R:3
S 6.181 3.879 0.421 -5.768 -0.069 1.026
F 4.948 -1.752 4.107 -0.234 0.025 0.246
F 5.019 4.166 4.022 -5.142 0.682 0.284
F 4.194 2.233 6.053 -4.506 -0.540 -2.236
F 1.866 2.536 6.326 3.004 -2.211 -3.362
F 3.169 5.302 3.090 0.800 -3.635 3.120
F 6.184 -3.237 -3.694 -0.099 -0.233 0.077
F 2.838 0.509 5.221 -0.630 5.370 0.549
F -7.176 -4.901 -4.481 -0.101 -0.262 0.085
F -6.655 2.483 -1.891 0.063 0.394 0.038
F 3.241 4.920 5.413 0.552 -2.435 -4.439
O 4.419 0.461 -5.402 1.844 -2.318 0.323
O -8.942 -1.203 -6.189 1.756 -2.176 0.379
O -4.951 -1.359 -3.323 -1.911 1.862 0.765
O 7.472 -4.756 2.027 -0.838 2.524 1.217
O -8.428 -3.170 -5.151 0.088 0.377 -0.900
O -7.092 -2.399 -6.804 -1.067 0.339 0.421
O 4.092 2.063 3.365 0.414 -1.568 -1.607
O 7.860 -2.555 2.513 -0.362 -1.154 0.039
O 4.915 0.673 1.402 -5.054 6.003 4.812
O -5.952 3.715 1.761 6.257 -0.423 -6.210
O 5.978 -3.555 3.266 0.885 0.012 -0.082
O -3.643 3.299 1.051 -3.076 1.716 -1.903
O 4.932 -1.506 -4.364 0.135 0.297 -0.878
O -5.489 0.793 -2.787 -0.378 -0.730 -0.354
O 6.268 -0.735 -6.017 -1.002 0.274 0.429
O -7.077 -0.812 -2.682 1.209 0.061 -0.421
N 3.128 3.535 0.669 7.902 1.402 1.527
C -2.411 -3.655 0.672 0.246 -0.891 0.107
C 3.117 1.367 -1.171 1.234 -1.067 -0.214
C -1.797 -2.423 3.074 1.246 -0.509 0.567
C -0.018 -0.886 4.535 -1.162 0.644 0.110
C 0.902 1.045 2.776 0.531 -1.876 1.138
C -5.033 3.696 0.780 -3.567 -0.174 5.279
C 2.857 2.014 5.373 1.819 -0.815 2.676
C 2.884 -0.088 -1.963 -0.374 -0.565 -0.243
C 0.484 3.538 2.536 -0.201 0.817 -0.085
C 6.889 -1.881 -5.469 1.141 -0.263 -0.550
C -0.099 3.579 1.005 -1.443 1.302 0.060
C -7.605 -4.232 -5.575 0.034 -0.545 0.708
C 4.478 3.776 0.692 -2.474 -1.254 -1.520
C -8.215 -2.174 -6.056 -1.533 2.604 -0.417
C 3.510 4.271 4.085 2.595 3.931 1.060
C -0.212 -1.943 3.299 -0.116 -1.236 0.637
C 2.300 1.268 0.229 -1.377 -1.469 -0.361
C 2.877 2.786 3.889 1.835 -2.472 -0.499
C 1.861 0.044 -3.251 0.179 0.017 0.551
C 2.719 2.298 1.421 1.273 -2.386 -1.389
C -3.141 0.191 0.373 -1.125 0.316 -0.374
C 1.729 2.452 2.770 -1.579 0.630 -2.414
C 0.459 -0.831 -3.063 -0.138 0.904 -0.381
C -1.447 4.570 1.078 -0.894 -0.806 -0.334
C 4.096 1.541 1.996 0.467 -2.030 -1.062
C -7.644 0.379 -2.173 -1.285 -0.114 0.413
C 5.145 -0.510 -5.269 -1.605 2.826 -0.530
C -5.768 -0.529 -2.959 1.688 -2.317 -0.750
C -1.806 -3.820 2.187 -1.034 -0.425 -0.009
C -3.409 -1.347 -0.144 0.366 1.166 -0.222
C 6.152 -2.357 3.988 -0.746 0.215 0.265
C 5.756 -2.568 -4.788 0.018 -0.618 0.716
C -6.471 -3.545 -6.256 1.216 -0.302 -0.489
C -2.027 -2.226 -0.060 -1.051 -1.052 -0.510
C 7.065 -1.558 3.123 0.441 1.267 -0.109
C 7.130 -3.711 2.555 1.141 -2.556 -1.676
C -2.688 3.961 0.136 0.685 1.583 -0.453
C -6.746 1.429 -2.733 0.112 0.650 0.138
C -0.060 0.717 4.055 -1.314 -0.689 0.222
H 0.062 1.409 4.985 0.081 -1.233 -1.714
H 7.676 -1.569 -4.773 -0.209 -0.175 0.117
H -4.200 0.737 0.354 2.409 -0.925 0.024
H 2.395 -0.907 -1.249 1.121 1.888 -1.237
H 2.471 0.163 0.650 -0.325 2.519 -0.946
H 2.821 2.272 -1.854 0.292 -1.803 1.445
H -5.685 -3.234 -5.560 -0.215 -0.147 0.147
H 7.682 -0.863 3.699 0.047 -0.215 -0.147
H -5.405 4.017 -0.294 1.449 -0.712 1.958
H -3.587 -3.836 0.760 2.535 0.766 -0.426
H -0.365 -0.283 -3.730 1.698 -1.536 1.320
H -0.987 -1.003 5.223 2.128 0.197 -1.382
H -3.261 4.863 -0.395 1.361 -1.933 1.077
H -1.201 0.863 3.725 2.508 -0.104 0.573
H -1.896 4.583 2.181 1.058 0.175 -2.403
H -2.447 -1.564 2.617 1.189 -1.765 0.777
H 2.473 -0.270 -4.204 -1.608 0.682 1.796
H 0.598 4.088 0.214 -0.958 -1.291 1.702
H -3.799 -1.314 -1.267 0.965 -0.035 2.461
H -6.022 -4.160 -7.040 -0.152 0.238 -0.008
H -2.266 3.254 -0.707 -1.015 1.115 1.843
H -0.763 -4.352 2.120 -1.818 1.362 0.320
H -1.139 -1.662 0.464 -1.898 -1.078 -0.811
H 1.141 1.292 -0.056 2.524 0.222 0.731
H 0.575 -1.957 -3.375 -0.216 2.265 0.545
H 3.914 -0.571 -2.314 -2.214 1.332 0.811
H -2.395 0.788 -0.329 -1.526 -1.332 1.397
H 6.556 -2.581 4.981 -0.219 0.037 -0.010
H -0.462 3.299 3.224 2.362 0.091 -1.337
H 0.271 -1.624 2.283 -0.883 -0.376 1.926
H 0.155 0.926 1.849 2.245 0.706 1.838
H -4.302 -1.785 0.491 2.052 0.698 -1.111
H -2.525 -4.587 2.752 1.622 1.583 -1.209
H 6.531 -0.996 2.349 -0.187 -0.090 0.238
H -8.679 0.495 -2.507 0.206 -0.203 -0.050
H 0.762 4.640 2.811 -0.233 -2.080 -0.560
H 1.712 0.171 2.726 -1.838 1.749 0.020
H 0.047 -0.798 -1.960 1.015 -0.008 -2.076
H 4.298 1.448 -1.019 -2.679 -0.042 0.025
H 7.338 -2.496 -6.253 -0.137 0.239 0.009
H 0.353 -2.943 3.626 -1.156 2.154 -0.784
H -7.629 0.348 -1.078 0.148 0.221 -0.110
H -0.502 2.565 0.588 1.020 1.724 0.996
H -2.017 -4.563 0.009 -0.759 1.931 1.473
H 1.582 1.186 -3.336 0.473 -2.309 -0.042
H -2.198 -2.690 4.152 0.688 0.686 -2.203
H -7.028 1.773 -3.733 0.075 0.134 0.154
H 0.891 -1.136 5.225 -1.501 0.564 -1.611
H -1.231 5.654 0.692 -0.249 -2.081 0.942
H -8.177 -4.905 -6.223 0.024 -0.056 0.205
H 5.184 -3.241 -5.436 0.032 -0.048 0.201
H -1.671 -2.478 -1.157 -0.694 0.610 2.220
H -2.760 0.270 1.480 -0.627 -0.336 -2.110
```
Positions in Å, forces in eV/Å.

Its structure (SMILES) is CCCCCCCCCC[C@@]1(CCCCOC=O)C(C(F)(F)F)(C(F)(F)F)OC(=O)[C@]1(CCCCC)N=C=S.O=C1OC[C@@H](F)O1.O=C1OC[C@@H](F)O1.O=C1OC[C@@H](F)O1.O=C1OC[C@@H](F)O1. For the HOMO-LUMO gap, the calculation gives 0.3221 Ha.

***

Molecular formula: C4H6Cl2
Method: DFT, ωB97M-V/def2-TZVPD

Structure (XYZ):
```
12
Properties=species:S:1:pos:R:3:forces:R:3
Cl -2.358 -1.029 -0.781 0.269 0.671 0.626
Cl 2.439 -1.090 -0.537 1.246 -0.813 0.027
C 0.158 -0.120 0.070 -1.991 0.058 1.452
C 0.917 -1.228 0.253 0.262 3.974 -1.811
C 0.603 1.285 -0.512 -0.860 -0.411 -2.565
C -1.362 -0.330 0.587 1.445 1.430 -0.895
H 0.603 2.153 0.148 0.187 -0.609 0.766
H 1.554 1.297 -1.125 -0.877 -0.420 1.239
H -1.380 -1.070 1.341 0.191 -1.002 0.637
H -1.856 0.552 1.080 0.459 -0.555 -1.182
H -0.117 1.693 -1.317 0.470 -1.169 1.141
H 0.799 -2.113 0.792 -0.800 -1.152 0.564
```
Positions in Å, forces in eV/Å.

Its structure (SMILES) is C/C(=C\Cl)CCl. The energy relative to the best compared isomer or geometry (same formula, charge and spin) is 101.68 kJ/mol. For the HOMO-LUMO gap, the calculation gives 0.3755 Ha.

***

Summary of energy in Eh
-2129.9941; -4172.7248; -1076.3434
(order as listed above)
Summary of max |F| in eV/A
17.65; 9.21; 4.37
(order as listed above)
Summary of highest occupied orbital energy in eV
-8.0; -9.7; -9.4
(order as listed above)